P | Density functional theory data (ωB97M-V/def2-TZVPD) for 8 unconnected molecules or ions with the total composition H14NO10.

Summary:
- Charge: -1
- Lowest unoccupied orbital energy: 3.1 eV

Geometry (Å):
N1 0.116 -0.658 -0.510
O1 -1.099 -0.309 -0.551
O2 0.908 -0.112 0.279
O3 0.470 -1.654 -1.158
O4 0.844 -1.288 2.876
H1 1.106 -0.862 2.038
H2 0.428 -0.585 3.384
O5 -0.521 2.752 1.203
H3 -0.256 1.864 1.466
H4 -0.461 2.734 0.218
O6 3.344 1.159 0.794
H5 3.972 0.545 0.404
H6 2.472 0.739 0.654
O7 -0.576 2.389 -1.538
H7 -0.852 1.453 -1.468
H8 -1.297 2.820 -2.008
O8 3.208 -2.815 0.133
H9 3.779 -2.231 0.641
H10 2.527 -2.230 -0.237
O9 -3.726 -0.628 0.452
H11 -2.764 -0.745 0.510
H12 -3.868 0.293 0.693
O10 -2.359 -1.097 -2.997
H13 -2.265 -0.958 -2.033
H14 -3.130 -0.576 -3.242

---

Q | Density functional theory data (ωB97M-V/def2-TZVPD) for 8 unconnected molecules or ions with the total composition H14NO10.

Summary:
- Charge: -1
- Lowest unoccupied orbital energy: 3.1 eV

Geometry (Å):
N1 -0.560 -0.008 -1.442
O1 -1.240 -0.771 -0.743
O2 -0.463 1.152 -1.044
O3 0.427 -0.463 -2.057
O4 -2.770 0.268 1.574
H1 -3.032 1.153 1.363
H2 -2.793 -0.306 0.813
O5 -0.174 0.811 2.551
H3 -1.069 0.723 2.779
H4 -0.235 0.553 1.639
O6 2.325 -0.345 0.509
H5 2.177 0.595 0.564
H6 2.048 -0.725 -0.311
O7 1.312 -2.899 -0.997
H7 0.486 -3.017 -0.556
H8 1.197 -2.116 -1.545
O8 -0.999 -3.401 0.236
H9 -1.328 -2.576 -0.207
H10 -1.490 -3.475 1.079
O9 2.280 2.099 -1.949
H11 1.381 1.857 -1.859
H12 2.798 1.292 -1.744
O10 -0.090 3.117 0.829
H13 -0.047 3.986 0.468
H14 -0.140 2.496 0.050

---

Most stable pick: P. Distance to second place: 0.0398 hartree.

---

P | Density functional theory data (ωB97M-V/def2-TZVPD) for 2 unconnected molecules or ions with the total composition C8H10NO.

Summary:
- Charge: +1
- Lowest unoccupied orbital energy (alpha / beta): -5.6 / -5.6 eV

Geometry (Å):
C1 -0.965 0.823 -3.634
C2 -1.525 1.498 -2.551
C3 0.353 0.186 -3.430
C4 -0.924 1.529 -1.265
C5 0.980 0.135 -2.223
C6 0.357 0.934 -1.148
C7 0.336 -1.553 3.059
C8 1.069 0.704 -0.050
N1 0.327 -1.363 4.545
O1 1.774 0.526 0.863
H1 -1.405 0.670 -4.561
H2 -2.594 1.962 -2.811
H3 0.815 -0.346 -4.283
H4 -1.278 2.075 -0.371
H5 1.907 -0.306 -1.997
H6 -0.416 -0.825 2.553
H7 0.088 -2.617 2.762
H8 -0.593 -1.266 4.985
H9 0.879 -2.203 4.785
H10 0.816 -0.565 4.772

---

Q | Density functional theory data (ωB97M-V/def2-TZVPD) for a gas-phase ion, C8H10NO (charge +1).

Summary:
- SMILES string: C=C=[NH+]C[C@@H]1C=CC(=O)C1
- Charge: +1
- Lowest unoccupied orbital energy: -4.8 eV

Geometry (Å):
C1 -0.427 1.556 -3.193
C2 -0.807 1.434 -1.977
N1 -1.220 1.321 -0.803
C3 -0.335 1.170 0.312
C4 0.190 -0.230 0.197
C5 -0.706 -1.318 0.612
C6 -0.276 -2.105 1.586
C7 0.992 -1.669 1.998
O1 1.626 -2.250 2.836
C8 1.475 -0.437 1.119
H1 -0.068 2.529 -3.538
H2 -0.022 0.756 -3.789
H3 -2.207 1.234 -0.472
H4 -0.917 1.421 1.266
H5 0.463 1.792 0.256
H6 0.441 -0.571 -0.867
H7 -1.637 -1.308 0.132
H8 -0.718 -2.933 2.176
H9 1.772 0.408 1.736
H10 2.379 -0.801 0.414

---

Most stable pick: Q. Distance to second place: 0.0542 hartree.